{
  "formula": "C43H59NO4P3RbSiTe4",
  "method": "ωB97M-V with the def2-TZVPD basis set",
  "max_force_ev_per_a": 1.68,
  "e_lumo_ev": 3.5,
  "orbital_gap_ha": 0.16797,
  "homo_ev": -1.1,
  "charge": -2,
  "species": ["Rb", "C", "C", "C", "P", "C", "C", "C", "C", "C", "C", "C", "C", "C", "Si", "C", "C", "C", "C", "C", "C", "P", "C", "C", "C", "C", "C", "C", "C", "C", "C", "C", "C", "C", "P", "C", "C", "C", "C", "C", "C", "H", "H", "H", "H", "H", "H", "H", "H", "H", "H", "H", "H", "H", "H", "H", "H", "H", "H", "H", "H", "H", "H", "H", "H", "H", "H", "H", "H", "H", "H", "H", "H", "H", "H", "H", "H", "H", "H", "H", "H", "H", "H", "H", "H", "H", "H", "H", "H", "H", "H", "H", "H", "H", "H", "O", "C", "O", "C", "C", "C", "C", "C", "N", "C", "O", "O", "H", "H", "H", "H", "H", "Te", "Te", "Te", "Te"],
  "positions_angstrom": [[-1.04475, -0.63267, 0.77162], [1.00711, -3.96727, -3.71648], [1.32085, -2.61438, -3.08112], [2.41424, -2.79559, -2.02117], [-0.09248, -1.60591, -2.37418], [-1.59492, -2.74809, -2.36590], [-2.27422, -3.03838, -3.70347], [-2.66676, -2.19761, -1.40115], [-0.47467, -0.46898, -3.80348], [-0.27012, -0.86753, -5.13255], [-0.46762, 0.00378, -6.18818], [-0.87208, 1.31044, -5.92697], [-1.07604, 1.71463, -4.61975], [-0.89957, 0.85090, -3.52149], [-1.14080, 1.40697, -1.65740], [-3.04482, 1.86677, -1.59266], [-3.94946, 1.80766, -2.67024], [-5.29358, 2.12167, -2.53799], [-5.79824, 2.52378, -1.30679], [-4.94620, 2.56273, -0.21452], [-3.59504, 2.22184, -0.32736], [-2.49105, 2.10638, 1.17051], [-2.05296, 3.87397, 1.51768], [-3.14086, 4.71590, 2.17250], [-0.72520, 3.94725, 2.27854], [-3.68952, 1.60869, 2.49331], [-4.30399, 0.24718, 2.13059], [-2.95052, 1.49535, 3.82897], [-0.41982, 3.22407, -1.87975], [-1.19337, 4.39204, -2.00234], [-0.62446, 5.65812, -2.10755], [0.76168, 5.79825, -2.10183], [1.54190, 4.65086, -2.00909], [0.96718, 3.38528, -1.91044], [1.91999, 1.81155, -1.87623], [3.06421, 1.92242, -3.30684], [4.10413, 3.03835, -3.42195], [2.20144, 1.84450, -4.57333], [2.92570, 1.88531, -0.34344], [3.44131, 3.22681, 0.16515], [4.03660, 0.84154, -0.43965], [1.93964, -4.46083, -4.00890], [0.38328, -3.90025, -4.60537], [0.50823, -4.63309, -3.00893], [1.73471, -1.95239, -3.84676], [2.11436, -3.50681, -1.24889], [2.65903, -1.85426, -1.52260], [3.32317, -3.18781, -2.48728], [-1.21042, -3.68028, -1.93907], [-2.67038, -2.11865, -4.14088], [-3.11675, -3.71913, -3.54338], [-1.61783, -3.49344, -4.44120], [-2.98570, -1.19514, -1.70720], [-2.31903, -2.16094, -0.37105], [-3.54630, -2.84639, -1.40822], [0.06186, -1.87618, -5.34641], [-0.30002, -0.32943, -7.20602], [-1.01585, 2.00953, -6.74379], [-1.36785, 2.74283, -4.42904], [-3.58249, 1.50939, -3.64795], [-5.94928, 2.05788, -3.39978], [-6.84506, 2.78080, -1.19551], [-5.35246, 2.82751, 0.75500], [-1.87130, 4.27475, 0.51385], [-3.34957, 4.38380, 3.19204], [-4.07646, 4.68560, 1.61052], [-2.82481, 5.76267, 2.23017], [-0.81959, 3.58773, 3.30604], [-0.36589, 4.98093, 2.31660], [0.04221, 3.33384, 1.80409], [-4.48730, 2.35231, 2.58845], [-3.55055, -0.54882, 2.16453], [-4.76091, 0.25258, 1.14101], [-5.07625, -0.02609, 2.85565], [-2.12822, 0.77646, 3.76592], [-3.63113, 1.14655, 4.61115], [-2.52125, 2.44118, 4.16067], [-2.27509, 4.30946, -2.00701], [-1.26188, 6.53190, -2.19284], [1.22931, 6.77345, -2.16876], [2.62386, 4.74797, -1.99501], [3.60535, 0.97474, -3.20658], [3.63553, 4.00731, -3.61472], [4.76687, 2.83497, -4.27100], [4.72859, 3.13315, -2.53116], [1.57418, 2.73635, -4.66613], [1.52616, 0.97952, -4.57201], [2.83971, 1.78884, -5.45993], [2.21776, 1.52336, 0.41283], [4.18748, 3.67504, -0.50148], [3.91437, 3.07304, 1.13969], [2.63325, 3.94783, 0.29880], [4.85822, 1.19675, -1.07114], [3.68038, -0.10563, -0.85645], [4.44159, 0.62009, 0.54980], [1.16736, 2.06713, 5.03545], [0.93994, 1.04557, 4.14893], [1.37164, 1.16198, 2.96713], [0.32965, -0.10851, 4.59255], [0.00791, -0.40815, 5.94791], [-0.60393, -1.55525, 6.29715], [-0.96281, -2.49033, 5.24443], [-0.60658, -2.26913, 3.97579], [0.14699, -1.12276, 3.57686], [-1.23388, -3.08280, 2.84726], [-1.70028, -4.32298, 3.29259], [-2.03846, -2.43410, 2.10131], [1.71915, 2.68331, 4.53310], [0.27300, 0.33284, 6.69352], [-0.85122, -1.76709, 7.32878], [-1.58019, -3.35514, 5.44314], [-2.63279, -4.24833, 3.03428], [1.77169, -1.26307, 2.20256], [3.95828, -2.01455, 3.42126], [2.00005, -5.73847, 2.02232], [0.55147, -3.63959, 1.33170]],
  "forces_ev_per_angstrom": [[0.8, 1.2, -0.2], [0.1, -0.1, 0.0], [0.1, -0.1, -0.1], [0.0, 0.0, 0.0], [-0.3, 0.2, -0.1], [-0.1, 0.1, 0.0], [0.0, 0.0, 0.0], [0.2, -0.1, -0.2], [-0.1, 0.2, 0.2], [0.0, -0.1, 0.2], [-0.1, 0.2, 0.0], [0.0, -0.1, -0.1], [-0.1, -0.2, 0.3], [-0.2, -0.2, -0.1], [-0.1, 0.8, -0.7], [-0.2, 0.1, 0.2], [0.2, 0.0, 0.1], [0.0, 0.0, 0.0], [0.1, 0.0, -0.1], [0.1, 0.0, 0.0], [0.2, 0.0, -0.1], [-0.4, 0.1, -0.3], [0.1, 0.1, 0.0], [0.0, 0.1, 0.0], [0.0, 0.0, 0.0], [-0.1, 0.0, 0.1], [0.1, 0.1, 0.1], [0.0, 0.0, 0.0], [-0.7, 0.1, -0.1], [0.1, 0.0, 0.1], [0.1, -0.2, 0.0], [-0.1, -0.3, 0.0], [0.2, 0.3, 0.0], [0.4, -0.2, 0.0], [-0.7, -0.2, 0.1], [0.3, 0.1, -0.2], [0.0, 0.1, -0.1], [0.1, 0.0, 0.0], [0.1, 0.0, 0.3], [0.2, 0.0, 0.1], [0.2, 0.0, 0.1], [0.0, 0.0, 0.0], [0.0, 0.1, 0.0], [0.0, 0.0, 0.0], [0.0, 0.0, -0.1], [0.0, 0.0, 0.0], [-0.1, -0.1, -0.1], [0.0, 0.0, 0.0], [0.0, 0.0, 0.0], [0.0, 0.0, 0.0], [0.0, 0.0, 0.0], [0.1, 0.0, 0.0], [0.0, 0.0, 0.0], [-0.3, -0.5, -0.3], [0.0, 0.0, 0.0], [0.0, 0.0, 0.0], [0.0, 0.0, 0.0], [0.0, 0.0, 0.0], [0.0, 0.0, 0.0], [0.0, 0.0, 0.0], [0.0, 0.0, 0.0], [0.0, 0.0, 0.0], [0.0, 0.0, 0.0], [0.0, 0.0, 0.0], [0.0, 0.0, 0.0], [0.0, 0.0, 0.0], [0.0, 0.0, 0.0], [0.0, 0.0, 0.0], [0.0, 0.0, 0.0], [0.0, 0.0, 0.0], [0.0, 0.0, 0.0], [-0.1, 0.1, 0.0], [0.0, 0.0, 0.0], [0.0, 0.0, 0.0], [0.0, 0.0, 0.0], [0.0, 0.0, 0.0], [0.0, 0.0, 0.0], [0.0, 0.0, 0.0], [0.0, 0.0, 0.0], [0.0, 0.0, 0.0], [-0.2, 0.0, 0.0], [0.1, 0.0, -0.1], [0.0, -0.1, 0.0], [0.0, 0.0, 0.0], [-0.1, 0.0, 0.0], [0.1, 0.0, 0.0], [0.3, 0.2, 0.1], [0.0, 0.0, 0.0], [0.0, 0.0, 0.0], [-0.1, -0.1, 0.1], [0.0, 0.0, 0.0], [0.0, -0.1, 0.0], [0.0, 0.0, 0.0], [0.0, 0.1, 0.0], [0.0, 0.0, 0.0], [0.1, 0.2, 0.0], [0.0, -0.2, -0.2], [0.0, 0.2, 0.1], [-0.2, -0.6, 0.0], [0.3, 0.3, -0.2], [-0.2, -0.4, -0.1], [0.1, 0.0, 0.5], [0.9, 0.2, -1.0], [-1.0, 0.3, 0.2], [-0.9, 0.9, 1.1], [-0.1, 0.1, -0.1], [-0.4, -1.1, 0.5], [-0.1, -0.1, 0.0], [0.0, 0.0, 0.0], [0.0, 0.0, 0.0], [0.0, 0.0, 0.1], [0.2, -0.3, -0.1], [1.0, -0.5, 0.3], [-0.1, 0.0, -0.1], [0.1, 0.1, 0.0], [0.5, -0.6, -0.1]],
  "mulliken_charge": [1.160, -1.690, 0.589, -1.101, 0.820, 0.965, -1.676, -1.096, -0.308, 0.000, -1.009, -0.787, 0.030, 0.154, -0.874, 1.092, -0.908, -0.890, -0.795, -0.001, -0.415, 0.678, 1.283, -1.652, -1.367, 0.744, -1.602, -1.645, 0.687, -0.314, -0.640, -1.199, -0.455, -0.196, 0.574, 0.362, -1.731, -1.062, 2.637, -1.744, -1.205, 0.429, 0.307, 0.272, 0.329, 0.128, -0.130, 0.490, 0.503, 0.244, 0.474, 0.304, 0.283, -0.178, 0.473, 0.149, 0.348, 0.366, 0.359, 0.360, 0.349, 0.392, 0.189, -0.489, 0.272, 0.344, 0.444, 0.285, 0.482, 0.014, 0.710, 0.174, 0.263, 0.503, 0.125, 0.524, 0.289, 0.461, 0.378, 0.384, 0.358, 0.629, 0.289, 0.477, 0.302, 0.231, -0.079, 0.546, -1.283, 0.171, 0.501, 0.374, 0.237, 0.018, 0.414, -0.619, 1.308, -0.378, -0.682, -0.749, -0.937, -0.503, 0.490, 0.219, -0.403, -0.531, -0.541, 0.385, 0.466, 0.367, 0.493, 0.378, 0.347, -0.562, -0.469, -0.282]
}